[1]
{
  "formula": "C7H10N2O2S",
  "method": "ωB97M-V/def2-TZVPD",
  "smiles": "C[C@H](c1ccsc1)N(O)C(N)=O",
  "lumo_ev": 0.64,
  "max_force_ev_per_a": 5.1,
  "spin_multiplicity": 1,
  "total_charge": 0,
  "symbols": ["C", "C", "C", "C", "C", "S", "C", "N", "O", "C", "N", "O", "H", "H", "H", "H", "H", "H", "H", "H", "H", "H"],
  "xyz": [[-2.530278, 1.296047, 0.056572], [-1.021341, 0.940861, 0.383409], [-0.505137, -0.001370, -0.742898], [-1.108562, -0.918432, -1.767060], [-0.252014, -1.251920, -2.731746], [1.444599, -0.575926, -2.607884], [0.846878, 0.236810, -1.076457], [-0.568247, 0.432971, 1.721992], [-1.288232, -0.756702, 2.035993], [0.891885, 0.441020, 2.048801], [1.388480, -0.619736, 2.760079], [1.482332, 1.398977, 1.658197], [-3.171065, 0.438827, 0.446215], [-2.814505, 2.057184, 0.933771], [-2.662493, 1.756353, -1.027495], [-0.321159, 1.816314, 0.072099], [-2.060235, -1.503025, -1.664870], [-0.360935, -2.059367, -3.363126], [1.550009, 0.947602, -0.684347], [-1.954456, -0.523765, 2.612634], [2.321952, -0.434441, 3.368669], [1.136289, -1.569801, 3.080849]],
  "forces_ev_per_a": [[0.1199, 1.2337, 3.4064], [1.8682, 0.2020, -2.7860], [2.6227, 0.0234, -1.7965], [-0.2800, 0.3196, 2.2282], [2.5965, 1.0133, 0.5362], [-3.5208, 0.1566, 2.1554], [-1.1923, -1.3227, -1.8890], [-0.4379, 0.1810, 0.3257], [3.0547, -1.0411, -2.3284], [-3.4511, -1.3466, -0.7286], [3.9354, -0.2264, 3.1748], [1.2477, 0.6923, 0.2938], [0.5768, 0.7074, -1.6446], [0.4463, -0.8568, -2.2866], [0.1499, -1.3675, 2.5448], [-1.7065, -0.9588, 1.6091], [0.8328, 1.0670, -0.0405], [-0.4244, -1.3152, -1.5714], [-0.1734, 0.1435, 0.4374], [-2.0888, 1.1795, 2.0952], [-2.8830, 0.1481, -2.5521], [-1.2926, 1.3675, -1.1833]]
}

[2]
{
  "formula": "C4H6O2Y",
  "method": "ωB97M-V/def2-TZVPD",
  "lumo_ev": [-5.67, -5.67],
  "max_force_ev_per_a": 6.1,
  "spin_multiplicity": 1,
  "total_charge": 1,
  "symbols": ["O", "C", "C", "C", "C", "H", "H", "H", "H", "H", "H", "O", "Y"],
  "xyz": [[-2.469957, 1.066984, 0.081817], [-1.206149, 0.646924, -0.379149], [-0.730004, -0.460261, 0.558728], [0.628737, -0.919518, 0.263141], [1.653444, -1.386938, -0.250505], [-2.770201, 1.814256, -0.441878], [-0.484730, 1.481911, -0.371400], [-1.262594, 0.258501, -1.408972], [-1.396431, -1.332652, 0.466470], [-0.770982, -0.102382, 1.599262], [2.389928, -2.180490, -0.348068], [3.555822, 0.605048, -0.812228], [2.863113, 0.508623, 1.042777]],
  "forces_ev_per_a": [[0.2704, -0.2206, 0.2138], [0.0003, 0.2477, -0.4150], [-0.1222, 0.1438, 0.4685], [1.4974, -0.9785, -1.4674], [-1.7866, -0.2860, 1.8272], [-0.0784, 0.0287, -0.0942], [-0.0587, -0.1369, -0.0379], [0.1109, 0.0974, 0.2494], [0.1972, 0.2330, 0.1675], [-0.2484, -0.1265, -0.2294], [-0.0486, 0.6948, -0.6044], [-1.7227, -0.1927, 5.6504], [1.9895, 0.4958, -5.7286]]
}

[3]
{
  "formula": "C4H8Cl2N2",
  "method": "ωB97M-V/def2-TZVPD",
  "smiles": "NC[C@H]1NCC1(Cl)Cl",
  "lumo_ev": 0.76,
  "max_force_ev_per_a": 4.0,
  "spin_multiplicity": 1,
  "total_charge": 0,
  "symbols": ["N", "C", "C", "N", "C", "C", "Cl", "Cl", "H", "H", "H", "H", "H", "H", "H", "H"],
  "xyz": [[-2.062974, 0.904434, 0.340059], [-1.521915, -0.336536, -0.354262], [-0.017515, -0.544889, -0.610596], [0.836105, 0.659232, -0.987765], [1.922317, 0.199165, -0.018312], [0.892789, -0.751885, 0.578011], [0.245618, 0.047512, 2.068422], [1.352091, -2.412939, 0.877990], [-2.007452, 1.660029, -0.358535], [-1.553014, 1.199051, 1.100219], [-1.628244, -1.214248, 0.298898], [-1.999549, -0.355546, -1.281585], [0.168194, -1.357157, -1.297143], [0.291518, 1.515982, -0.543000], [2.802272, -0.206994, -0.561522], [2.279758, 0.994789, 0.749121]],
  "forces_ev_per_a": [[-0.4424, -1.2242, -3.8266], [1.3937, 0.6585, 2.4386], [0.5559, 2.2261, 0.1726], [-1.3587, 1.6985, 1.1578], [0.1834, 1.8618, 0.4049], [0.3717, -0.0019, 0.6966], [0.3116, -0.6278, 0.2722], [0.1542, -0.4385, 0.3904], [-0.2959, -0.3644, 0.5066], [1.3559, 0.4443, 1.9891], [-1.2731, 0.1022, -0.3355], [-1.1017, -0.6101, -1.2601], [-0.2373, -0.1914, -0.4357], [1.6666, -2.1188, -1.0825], [-0.7807, -0.0846, 0.4054], [-0.5033, -1.3297, -1.4940]]
}